Formula: C29H21Cl2IrN5O2SSeTe
Source: the OMol25 dataset
Level of theory: ωB97M-V/def2-TZVPD

```
63
Properties=species:S:1:pos:R:3:nbo_charge:R:1
Ir -0.88 0.23 -0.96 0.8521
Cl 3.16 -2.75 -2.31 -0.0190
C 2.32 -2.84 -0.81 -0.1712
C 2.78 -3.71 0.16 -0.2053
C 2.14 -3.80 1.37 -0.1020
Cl 2.74 -4.94 2.54 -0.0372
C 1.02 -3.00 1.67 -0.0329
C 0.31 -3.02 2.89 -0.1535
C -0.74 -2.15 3.07 -0.2554
C -1.07 -1.25 2.05 0.0591
N -0.43 -1.22 0.90 -0.3820
C 0.58 -2.09 0.68 0.0646
C 1.19 -2.01 -0.63 0.4386
O 0.75 -1.24 -1.53 -0.7667
H 3.63 -4.33 -0.06 0.2312
H 0.61 -3.71 3.65 0.2246
H -1.31 -2.15 3.99 0.2212
H -1.89 -0.56 2.18 0.2359
Se -4.06 -0.65 -0.27 1.0451
N -2.54 -1.12 -1.18 -0.7745
C -2.56 -2.46 -1.32 0.1774
C -1.62 -3.22 -2.03 -0.2484
C -1.76 -4.59 -2.10 -0.2028
C -2.83 -5.24 -1.48 -0.2372
C -3.78 -4.52 -0.78 -0.2006
C -3.67 -3.13 -0.69 0.0405
N -4.55 -2.36 -0.06 -0.6748
H -0.80 -2.72 -2.52 0.2363
H -1.03 -5.17 -2.66 0.2083
H -2.92 -6.31 -1.53 0.2046
H -4.60 -5.01 -0.28 0.2156
C 1.49 4.63 5.24 -0.7325
C 2.33 5.87 5.34 0.4317
O 2.51 6.49 6.36 -0.5706
S 3.10 6.48 3.85 0.2166
C 2.64 5.30 2.59 -0.2382
C 3.52 4.29 2.23 -0.2312
C 3.12 3.33 1.32 -0.1570
C 1.84 3.37 0.75 -0.0933
C 1.00 4.45 1.07 -0.1902
C 1.39 5.40 1.99 -0.2098
C 1.30 2.33 -0.03 -0.1612
C 0.58 1.51 -0.56 -0.1784
H 0.47 4.87 5.52 0.2424
H 1.88 3.89 5.95 0.2386
H 1.49 4.19 4.25 0.2480
H 4.50 4.25 2.68 0.2154
H 3.80 2.53 1.05 0.2119
H 0.03 4.49 0.61 0.2414
H 0.72 6.20 2.27 0.2170
C 0.54 -0.47 -4.49 -0.6776
C -0.75 0.26 -4.37 0.3932
N -1.29 0.73 -3.27 -0.4400
C -2.46 1.33 -3.63 -0.0644
C -2.63 1.23 -4.98 -0.1184
N -1.54 0.54 -5.43 -0.5125
H 1.04 -0.47 -3.53 0.2983
H 1.18 0.00 -5.24 0.2167
H 0.36 -1.50 -4.79 0.2245
H -3.10 1.79 -2.91 0.2503
H -3.40 1.58 -5.63 0.2160
H -1.35 0.25 -6.38 0.4164
Te -2.45 1.90 0.26 -0.6946
```

total charge: -1
HOMO (spin up / spin down): -3.42 / -3.42 eV
frontier orbital gap (spin up / spin down): 4.94 / 4.93 eV


Formula: C43H32CrIN3O2PS2
Source: the OMol25 dataset
Level of theory: ωB97M-V/def2-TZVPD

```
85
Properties=species:S:1:pos:R:3:mulliken_charge:R:1
Cr -0.03 0.86 0.22 -0.8944
C 1.32 4.49 -2.22 -0.9281
C -0.01 4.61 -1.54 0.7481
N -0.77 5.67 -1.84 -0.8020
C -1.97 5.76 -1.26 -0.8891
C -2.49 4.84 -0.38 0.1481
C -3.89 5.03 0.13 -0.7393
O -4.78 3.96 -0.19 -0.5484
C -1.69 3.72 -0.01 0.9264
C -2.15 2.77 0.92 -0.9646
N -1.50 1.65 1.38 0.7809
C -2.31 0.77 2.10 -0.4051
C -3.48 0.23 1.53 0.2793
C -4.29 -0.65 2.22 -0.9551
C -3.98 -1.00 3.53 -0.5933
C -2.86 -0.46 4.14 -0.0960
C -2.05 0.41 3.43 -0.3559
I -0.42 1.33 4.40 0.0928
C -0.41 3.62 -0.63 -0.6114
O 0.41 2.63 -0.36 -0.1302
H 1.52 5.41 -2.76 0.4307
H 1.32 3.66 -2.93 0.0766
H 2.11 4.29 -1.49 0.2234
H -2.57 6.62 -1.55 0.2850
H -4.29 5.96 -0.30 0.3280
H -3.90 5.14 1.22 0.3120
H -4.36 3.44 -0.88 0.3738
H -3.13 2.93 1.35 0.4783
H -3.72 0.50 0.51 0.5317
H -5.17 -1.06 1.75 0.4009
H -4.62 -1.68 4.08 0.3868
H -2.63 -0.70 5.17 0.4351
C -0.81 -4.63 3.78 -0.6777
C -0.64 -3.29 4.09 -0.6342
C -0.45 -2.37 3.07 -0.3401
C -0.45 -2.77 1.74 1.0917
C -0.63 -4.12 1.44 -0.7429
C -0.81 -5.04 2.46 -0.6718
P 0.01 -1.53 0.46 2.3587
C -0.48 -2.45 -1.05 0.7249
C 0.41 -2.81 -2.05 -0.8194
C -0.05 -3.43 -3.20 -0.7097
C -1.40 -3.70 -3.35 -0.7066
C -2.30 -3.34 -2.36 -0.6192
C -1.84 -2.71 -1.21 -0.4461
C 1.82 -1.71 0.61 0.2300
C 2.51 -2.88 0.44 -0.0653
C 3.89 -2.92 0.68 -1.0281
C 4.54 -1.82 1.16 -0.9611
C 3.85 -0.61 1.39 1.9057
C 4.48 0.54 1.94 -0.8750
C 3.75 1.68 2.14 -0.9638
C 2.39 1.75 1.77 -0.6153
C 1.72 0.68 1.21 0.8648
C 2.46 -0.54 1.07 -1.7766
H -0.95 -5.36 4.58 0.3828
H -0.65 -2.96 5.12 0.4553
H -0.29 -1.33 3.31 0.1400
H -0.65 -4.44 0.41 0.3679
H -0.94 -6.09 2.21 0.4218
H 1.47 -2.60 -1.94 0.3718
H 0.64 -3.69 -3.99 0.4136
H -1.76 -4.18 -4.26 0.3454
H -3.36 -3.53 -2.48 0.4137
H -2.53 -2.40 -0.44 0.4254
H 2.00 -3.78 0.11 0.5313
H 4.44 -3.84 0.51 0.4230
H 5.61 -1.85 1.37 0.3829
H 5.53 0.49 2.18 0.3773
H 4.22 2.55 2.58 0.3951
H 1.86 2.68 1.90 0.5277
S -1.91 0.67 -1.66 -0.5115
C -0.43 0.51 -2.45 0.7394
N 0.70 0.36 -1.79 0.9672
C 1.80 0.28 -2.63 -1.5125
C 3.13 0.15 -2.24 -0.3284
C 4.11 0.05 -3.21 -0.8378
C 3.78 0.09 -4.57 -0.5340
C 2.46 0.23 -4.97 -0.4780
C 1.48 0.33 -4.00 1.1239
S -0.24 0.53 -4.20 -0.4327
H 3.37 0.13 -1.19 0.3629
H 5.14 -0.04 -2.92 0.4242
H 4.56 0.01 -5.31 0.3807
H 2.20 0.27 -6.02 0.4137
```

spin multiplicity: 5
total charge: -1
HOMO (spin up / spin down): -2.48 / -4.64 eV
frontier orbital gap (spin up / spin down): 4.75 / 6.91 eV


Formula: C9H14O
Source: the OMol25 dataset
Level of theory: ωB97M-V/def2-TZVPD

```
24
Properties=species:S:1:pos:R:3:nbo_charge:R:1
C 1.48 -0.94 -2.93 -0.7180
C -1.84 -0.38 -1.43 -0.1630
C -1.82 -1.33 -0.34 0.0538
C -0.74 -0.08 -2.15 -0.2005
C 0.46 -0.87 -1.91 0.2516
C -0.60 -1.84 0.09 -0.1896
C 0.51 -1.61 -0.72 -0.1386
H -2.74 0.21 -1.56 0.2540
H -2.78 -1.69 -0.02 0.2449
H -0.80 0.68 -2.91 0.2554
H -0.59 -2.62 0.83 0.2568
H 1.28 -1.63 -3.76 0.3029
H 2.51 -1.19 -2.67 0.2685
H 1.35 -2.22 -0.41 0.2509
H 1.58 0.04 -3.42 0.2677
C 0.16 2.11 2.19 -0.0677
C 0.97 1.13 3.03 -0.6265
O -1.22 1.75 2.11 -0.7415
H 0.30 3.11 2.61 0.1735
H 0.57 2.18 1.18 0.1533
H 0.58 1.01 4.04 0.2235
H -1.69 2.48 2.55 0.4811
H 1.99 1.52 3.07 0.2179
H 1.07 0.18 2.51 0.1896
```

spin multiplicity: 2
total charge: +1
HOMO (spin up / spin down): -13.09 / -13.08 eV
frontier orbital gap (spin up / spin down): 8.72 / 5.06 eV